Here is a 11-piece molecular cluster, C50H131N9O16 overall in a non-equilibrium geometry from OMol25. Energies are from ωB97M-V/def2-TZVPD.

Last columns: bonded neighbours and bond lengths (Å).
Element x y z (Å)
1 C -0.3311 3.8295 -14.4698  O2 1.465, H7 1.090, H8 1.090, H9 1.090
2 O 0.9901 3.3323 -14.8624  C1 1.465, C3 1.451
3 C 1.4432 2.1327 -14.1842  O2 1.451, C4 1.549, H10 1.090, H11 1.090
4 C 2.5384 2.4675 -13.1405  C3 1.549, C5 1.530, N6 1.464, H12 1.090
5 C 3.8614 2.7272 -13.8637  C4 1.530, H13 1.090, H14 1.090, H15 1.090
6 N 2.7435 1.5572 -12.0125  C4 1.464, H16 1.010, H17 1.010
7 H -1.1804 3.1498 -14.5392  C1 1.090
8 H -0.4305 4.6856 -15.1370  C1 1.090
9 H -0.3889 4.2432 -13.4630  C1 1.090
10 H 0.5285 1.6655 -13.8194  C3 1.090
11 H 1.9963 1.4701 -14.8499  C3 1.090
12 H 2.2196 3.4006 -12.6758  C4 1.090
13 H 4.1884 1.7838 -14.3008  C5 1.090
14 H 4.6619 3.0219 -13.1852  C5 1.090
15 H 3.8130 3.4666 -14.6631  C5 1.090
16 H 1.8361 1.2824 -11.6644  N6 1.010
17 H 3.3018 0.7694 -12.3087  N6 1.010
18 C 1.2895 1.7444 -3.2368  O19 1.429, H24 1.090, H25 1.090, H26 1.090
19 O 0.6446 0.6853 -2.5258  C18 1.429, C20 1.472
20 C 1.4374 -0.2710 -1.7353  O19 1.472, C21 1.519, H27 1.090, H28 1.090
21 C 0.4194 -1.2000 -1.0961  C20 1.519, C22 1.597, N23 1.496, H29 1.090
22 C -0.2360 -0.8002 0.3038  C21 1.597, H30 1.090, H31 1.090, H32 1.090
23 N 1.0231 -2.4995 -0.6648  C21 1.496, H33 1.010, H34 1.010
24 H 1.7885 2.5258 -2.6636  C18 1.090
25 H 0.6438 2.3483 -3.8743  C18 1.090
26 H 2.1294 1.3218 -3.7883  C18 1.090
27 H 1.9858 -0.8703 -2.4620  C20 1.090
28 H 2.0755 0.1779 -0.9741  C20 1.090
29 H -0.4193 -1.4245 -1.7552  C21 1.090
30 H 0.5055 -0.6929 1.0955  C22 1.090
31 H -1.0346 -1.4471 0.6669  C22 1.090
32 H -0.7733 0.1199 0.0739  C22 1.090
33 H 1.3838 -2.9801 -1.4766  N23 1.010
34 H 0.2112 -3.0733 -0.4869  N23 1.010
35 C -6.5283 3.8248 -3.4728  O36 1.475, H41 1.090, H42 1.090, H43 1.090
36 O -8.0026 3.8564 -3.4309  C35 1.475, C37 1.447
37 C -8.6042 2.5842 -3.0945  O36 1.447, C38 1.556, H44 1.090, H45 1.090
38 C -10.1544 2.6130 -3.2218  C37 1.556, C39 1.569, N40 1.506, H46 1.090
39 C -10.8288 3.8932 -2.6152  C38 1.569, H47 1.090, H48 1.090, H49 1.090
40 N -10.7214 1.4018 -2.5297  C38 1.506, H50 1.010, H51 1.010
41 H -6.1965 3.0034 -4.1079  C35 1.090
42 H -6.1348 3.5860 -2.4847  C35 1.090
43 H -6.1599 4.8447 -3.5828  C35 1.090
44 H -8.3100 1.8700 -3.8635  C37 1.090
45 H -8.3383 2.2910 -2.0789  C37 1.090
46 H -10.4365 2.3994 -4.2528  C38 1.090
47 H -11.9137 3.9900 -2.6568  C39 1.090
48 H -10.4219 4.8546 -2.9287  C39 1.090
49 H -10.7268 3.9398 -1.5310  C39 1.090
50 H -10.4629 1.3592 -1.5542  N40 1.010
51 H -10.2279 0.5771 -2.8402  N40 1.010
52 C -9.4746 -3.6177 7.2800  O53 1.436, H58 1.090, H59 1.090, H60 1.090
53 O -10.4372 -4.4594 7.9338  C52 1.436, C54 1.465
54 C -11.4860 -3.6506 8.5594  O53 1.465, C55 1.587, H61 1.090, H62 1.090
55 C -12.4799 -4.6333 9.3109  C54 1.587, C56 1.583, N57 1.432, H63 1.090
56 C -13.5172 -3.7289 10.0926  C55 1.583, H64 1.090, H65 1.090, H66 1.090
57 N -11.8255 -5.4121 10.3181  C55 1.432, H67 1.010, H68 1.010
58 H -8.6071 -4.1460 6.8845  C52 1.090
59 H -9.1240 -2.9260 8.0459  C52 1.090
60 H -9.9321 -2.9805 6.5232  C52 1.090
61 H -10.9529 -3.1101 9.3416  C54 1.090
62 H -12.0473 -3.0244 7.8658  C54 1.090
63 H -12.8925 -5.3572 8.6082  C55 1.090
64 H -13.2608 -2.6827 9.9259  C56 1.090
65 H -13.4462 -3.9350 11.1606  C56 1.090
66 H -14.5617 -3.6746 9.7857  C56 1.090
67 H -10.9465 -5.7520 9.9549  N57 1.010
68 H -11.4897 -4.7847 11.0349  N57 1.010
69 C -0.8531 -4.7088 -7.2517  O70 1.407, H78 1.090, H79 1.090, H80 1.090
70 O 0.4039 -5.2496 -6.9242  C69 1.407, C71 1.418
71 C 0.3900 -6.1239 -5.8081  O70 1.418, C72 1.599, H81 1.090, H82 1.090
72 C 1.8666 -6.6381 -5.4733  C71 1.599, N73 1.387, H83 1.090, H84 1.090
73 N 1.8746 -7.2867 -4.2478  C72 1.387, C74 1.483, H85 1.010
74 C 1.0775 -8.5365 -4.2116  N73 1.483, C75 1.550, H86 1.090, H87 1.090
75 C 1.1888 -9.3375 -2.8895  C74 1.550, O76 1.425, H88 1.090, H89 1.090
76 O 2.4714 -9.9508 -2.7948  C75 1.425, C77 1.389
77 C 2.6859 -10.9534 -1.8582  O76 1.389, H90 1.090, H91 1.090, H92 1.090
78 H -1.4506 -5.4912 -7.7196  C69 1.090
79 H -0.6265 -3.9380 -7.9883  C69 1.090
80 H -1.3289 -4.1492 -6.4464  C69 1.090
81 H -0.2968 -6.9152 -6.1082  C71 1.090
82 H -0.1640 -5.7499 -4.9470  C71 1.090
83 H 2.6023 -5.8448 -5.6053  C72 1.090
84 H 2.1511 -7.4384 -6.1564  C72 1.090
85 H 2.7993 -7.5948 -3.9830  N73 1.010
86 H 1.4667 -9.1720 -5.0069  C74 1.090
87 H 0.0299 -8.3258 -4.4266  C74 1.090
88 H 0.3806 -10.0688 -2.9013  C75 1.090
89 H 1.0329 -8.6849 -2.0304  C75 1.090
90 H 1.8242 -11.6198 -1.8978  C77 1.090
91 H 2.7190 -10.4470 -0.8936  C77 1.090
92 H 3.5530 -11.4954 -2.2357  C77 1.090
93 C 4.1960 4.7605 10.9229  O94 1.420, H102 1.090, H103 1.090, H104 1.090
94 O 2.8293 4.8158 10.5430  C93 1.420, C95 1.465
95 C 2.0821 5.8664 11.2385  O94 1.465, C96 1.503, H105 1.090, H106 1.090
96 C 0.6823 5.9982 10.7070  C95 1.503, N97 1.488, H107 1.090, H108 1.090
97 N 0.7164 6.4016 9.2748  C96 1.488, C98 1.447, H109 1.010
98 C -0.4370 5.8156 8.6267  N97 1.447, C99 1.503, H110 1.090, H111 1.090
99 C -0.6407 6.2382 7.1990  C98 1.503, O100 1.424, H112 1.090, H113 1.090
100 O 0.2656 5.4217 6.4651  C99 1.424, C101 1.346
101 C 0.1592 5.6144 5.1370  O100 1.346, H114 1.090, H115 1.090, H116 1.090
102 H 4.3128 4.7331 12.0063  C93 1.090
103 H 4.7338 5.6151 10.5124  C93 1.090
104 H 4.5579 3.8052 10.5427  C93 1.090
105 H 2.4922 6.8714 11.1396  C95 1.090
106 H 1.8998 5.6471 12.2905  C95 1.090
107 H 0.2104 6.8289 11.2317  C96 1.090
108 H 0.1021 5.0771 10.7623  C96 1.090
109 H 1.6531 6.2752 8.9190  N97 1.010
110 H -1.3567 5.9128 9.2035  C98 1.090
111 H -0.3106 4.7331 8.6034  C98 1.090
112 H -0.4129 7.2819 6.9826  C99 1.090
113 H -1.6822 6.0069 6.9758  C99 1.090
114 H 0.5630 6.6163 4.9912  C101 1.090
115 H -0.8468 5.4859 4.7376  C101 1.090
116 H 0.8545 4.9213 4.6636  C101 1.090
117 C 7.4571 4.8757 -2.3717  O118 1.409, H126 1.090, H127 1.090, H128 1.090
118 O 6.5957 5.9465 -2.6832  C117 1.409, C119 1.456
119 C 7.3238 7.1380 -3.0962  O118 1.456, C120 1.525, H129 1.090, H130 1.090
120 C 7.9113 7.1758 -4.5029  C119 1.525, N121 1.447, H131 1.090, H132 1.090
121 N 7.4534 8.1391 -5.4812  C120 1.447, C122 1.463, H133 1.010
122 C 8.0787 7.9771 -6.7944  N121 1.463, C123 1.560, H134 1.090, H135 1.090
123 C 7.4238 8.7850 -7.9565  C122 1.560, O124 1.402, H136 1.090, H137 1.090
124 O 6.4620 7.9787 -8.5813  C123 1.402, C125 1.400
125 C 5.8880 8.5563 -9.7202  O124 1.400, H138 1.090, H139 1.090, H140 1.090
126 H 8.2498 5.1419 -1.6726  C117 1.090
127 H 7.8606 4.6185 -3.3510  C117 1.090
128 H 6.8649 4.0696 -1.9384  C117 1.090
129 H 8.0874 7.2492 -2.3263  C119 1.090
130 H 6.6689 7.9914 -2.9206  C119 1.090
131 H 7.9722 6.1811 -4.9444  C120 1.090
132 H 8.9379 7.4881 -4.3115  C120 1.090
133 H 6.5086 7.7849 -5.5240  N121 1.010
134 H 7.8731 6.9239 -6.9859  C122 1.090
135 H 9.1392 8.2094 -6.6979  C122 1.090
136 H 8.2096 8.7312 -8.7100  C123 1.090
137 H 7.1935 9.8080 -7.6590  C123 1.090
138 H 5.1232 7.9396 -10.1923  C125 1.090
139 H 6.6619 8.7500 -10.4629  C125 1.090
140 H 5.2190 9.4041 -9.5723  C125 1.090
141 C -5.8493 -5.8633 -2.3030  O142 1.411, H150 1.090, H151 1.090, H152 1.090
142 O -6.0420 -6.3159 -0.9807  C141 1.411, C143 1.445
143 C -4.8630 -6.9969 -0.4957  O142 1.445, C144 1.605, H153 1.090, H154 1.090
144 C -5.2396 -7.4170 1.0069  C143 1.605, N145 1.457, H155 1.090, H156 1.090
145 N -4.1019 -8.0246 1.6840  C144 1.457, C146 1.477, H157 1.010
146 C -4.5207 -8.6343 2.9624  N145 1.477, C147 1.490, H158 1.090, H159 1.090
147 C -3.3285 -9.1431 3.6975  C146 1.490, O148 1.421, H160 1.090, H161 1.090
148 O -2.8494 -10.2755 2.9851  C147 1.421, C149 1.481
149 C -1.9357 -11.0961 3.8119  O148 1.481, H162 1.090, H163 1.090, H164 1.090
150 H -5.3721 -6.5547 -2.9974  C141 1.090
151 H -5.3143 -4.9137 -2.2928  C141 1.090
152 H -6.8404 -5.6450 -2.7007  C141 1.090
153 H -4.1028 -6.2158 -0.5109  C143 1.090
154 H -4.5240 -7.8564 -1.0740  C143 1.090
155 H -6.0873 -8.1018 0.9856  C144 1.090
156 H -5.7370 -6.5568 1.4549  C144 1.090
157 H -3.5839 -8.6543 1.0880  N145 1.010
158 H -4.9718 -9.5500 2.5802  C146 1.090
159 H -5.2039 -8.0600 3.5881  C146 1.090
160 H -3.5684 -9.4404 4.7183  C147 1.090
161 H -2.4836 -8.4569 3.7577  C147 1.090
162 H -1.3826 -11.8498 3.2514  C149 1.090
163 H -2.3855 -11.7358 4.5713  C149 1.090
164 H -1.1709 -10.4245 4.2019  C149 1.090
165 C 6.1641 -1.7501 14.3874  O166 1.461, H174 1.090, H175 1.090, H176 1.090
166 O 5.0450 -2.2531 13.5934  C165 1.461, C167 1.384
167 C 3.7846 -2.1142 14.1491  O166 1.384, C168 1.482, H177 1.090, H178 1.090
168 C 2.9227 -2.6687 13.0791  C167 1.482, N169 1.412, H179 1.090, H180 1.090
169 N 3.1651 -2.2560 11.7507  C168 1.412, C170 1.432, H181 1.010
170 C 2.7124 -0.9717 11.3093  N169 1.432, C171 1.529, H182 1.090, H183 1.090
171 C 3.1362 -0.8054 9.8502  C170 1.529, O172 1.457, H184 1.090, H185 1.090
172 O 4.5192 -1.1026 9.5029  C171 1.457, C173 1.334
173 C 4.9823 -0.7400 8.3061  O172 1.334, H186 1.090, H187 1.090, H188 1.090
174 H 7.0626 -1.7899 13.7717  C165 1.090
175 H 6.3571 -2.3615 15.2689  C165 1.090
176 H 5.9935 -0.6825 14.5258  C165 1.090
177 H 3.5174 -1.0588 14.0972  C167 1.090
178 H 3.6843 -2.6563 15.0895  C167 1.090
179 H 1.8877 -2.4544 13.3453  C168 1.090
180 H 2.9911 -3.7552 13.1333  C168 1.090
181 H 4.1720 -2.1901 11.7952  N169 1.010
182 H 3.0972 -0.2099 11.9874  C170 1.090
183 H 1.6666 -0.7271 11.4950  C170 1.090
184 H 2.9363 0.2058 9.4957  C171 1.090
185 H 2.5774 -1.5095 9.2337  C171 1.090
186 H 4.7228 -1.4762 7.5454  C173 1.090
187 H 6.0694 -0.8200 8.2974  C173 1.090
188 H 4.7079 0.2260 7.8822  C173 1.090
189 C 9.4987 -0.7564 -5.8349  C190 1.520, H192 1.090, H193 1.090, H194 1.090
190 C 8.1856 -0.2792 -6.4347  C189 1.520, O191 1.411, H195 1.090, H196 1.090
191 O 8.3617 0.5004 -7.5970  C190 1.411, H197 0.960
192 H 10.1196 -1.2379 -6.5904  C189 1.090
193 H 9.4047 -1.3072 -4.8990  C189 1.090
194 H 9.9687 0.1315 -5.4120  C189 1.090
195 H 7.9010 0.3719 -5.6083  C190 1.090
196 H 7.4463 -1.0638 -6.5958  C190 1.090
197 H 7.4993 0.6174 -8.0021  O191 0.960
198 C -0.3343 9.9008 -8.1373  C199 1.575, H201 1.090, H202 1.090, H203 1.090
199 C 0.7118 9.6444 -6.9881  C198 1.575, O200 1.389, H204 1.090, H205 1.090
200 O 1.6581 8.7397 -7.4537  C199 1.389, H206 0.960
201 H 0.0849 10.4735 -8.9646  C198 1.090
202 H -1.1378 10.5109 -7.7246  C198 1.090
203 H -0.8227 8.9916 -8.4878  C198 1.090
204 H 0.1294 9.3606 -6.1115  C199 1.090
205 H 1.2008 10.5871 -6.7428  C199 1.090
206 H 1.9080 8.9691 -8.3517  O200 0.960

Computed properties:
Frontier orbital gap: 0.320 Eh
Energy: -3679.610008 hartree
Total charge: 0
2S+1: 1
E_LUMO: 0.306 eV